1.
75
Properties=species:S:1:pos:R:3:mulliken_charge:R:1 method="wB97M-V/def2-TZVPD" total_charge=-1 e_homo_ev="-1.5729 / -7.5877" spin_multiplicity=2 e_lumo_ev="2.696 / 2.682" gap_ha="0.1569 / 0.3774"
O 1.231 0.747 -3.885 2.35
H 1.757 0.589 -4.672 -0.39
H 1.528 1.456 -3.310 -0.08
H 0.295 0.827 -4.083 -0.28
Cl 0.046 0.527 0.277 1.60
O 0.491 -0.426 1.290 -0.59
O 0.517 1.790 0.657 -0.75
O 0.566 0.227 -0.987 -1.01
O -1.382 0.594 0.208 -0.62
C -3.593 0.950 2.620 -0.92
C -5.021 1.620 2.757 0.17
C -5.084 2.371 4.084 -1.28
O -5.307 2.540 1.752 -0.55
H -2.793 1.684 2.530 0.31
H -3.670 0.202 1.830 0.19
H -3.306 0.458 3.550 0.37
H -5.745 0.805 2.755 0.31
H -4.988 1.686 4.926 0.38
H -5.895 3.084 4.231 0.34
H -4.187 2.976 4.221 0.31
H -4.571 3.153 1.694 0.36
C -0.878 -4.972 -1.975 -1.38
C -1.315 -3.541 -1.902 1.05
C -1.751 -3.140 -0.557 -1.07
O -0.174 -2.731 -2.127 -0.52
H -0.331 -5.264 -1.078 0.15
H -0.247 -5.158 -2.844 0.34
H -1.646 -5.744 -2.030 0.45
H -2.145 -3.353 -2.584 0.19
H -0.902 -2.703 -0.031 -0.32
H -2.332 -3.859 0.020 0.41
H -2.449 -2.310 -0.668 0.38
H -0.213 -2.111 -1.396 0.22
C 3.063 4.134 -1.620 -1.56
C 1.812 4.332 -2.505 0.71
C 2.239 4.758 -3.936 -1.60
O 1.327 3.046 -2.544 -1.21
H 2.814 3.716 -0.644 0.40
H 3.575 5.084 -1.468 0.44
H 3.825 3.456 -2.005 0.33
H 1.064 4.969 -2.033 0.22
H 1.374 5.094 -4.508 0.35
H 2.841 4.011 -4.454 0.36
H 2.988 5.540 -3.818 0.39
H 1.267 2.671 -1.662 0.16
C 2.059 -3.887 0.528 -0.97
C 2.562 -4.548 -0.790 0.76
C 3.992 -4.060 -1.081 -1.52
O 2.663 -6.001 -0.644 -0.57
H 1.119 -4.329 0.859 0.25
H 1.852 -2.816 0.522 0.09
H 2.869 -4.133 1.214 0.45
H 1.938 -4.222 -1.622 0.06
H 4.447 -4.486 -1.974 0.38
H 4.713 -4.307 -0.302 0.38
H 3.933 -2.994 -1.303 0.34
H 1.840 -6.446 -0.428 0.32
C -1.577 3.903 -1.289 -0.68
O -1.286 3.958 0.080 -0.56
H -1.350 2.981 -1.824 0.27
H -2.644 4.079 -1.422 0.33
H -1.185 4.768 -1.825 0.29
H -0.751 3.171 0.205 0.32
C 2.988 1.145 3.258 -0.55
O 3.055 2.341 2.495 -0.54
H 3.876 1.296 3.873 0.30
H 2.149 1.063 3.950 0.23
H 3.159 0.214 2.718 0.22
H 2.468 2.265 1.740 0.29
C -1.484 -2.456 3.132 0.20
O -0.655 -1.535 3.823 -0.59
H -1.530 -3.371 3.722 0.32
H -2.453 -1.979 2.989 0.13
H -1.093 -2.536 2.118 -0.41
H -0.368 -0.864 3.200 0.35

---

2.
79
Properties=species:S:1:pos:R:3:mulliken_charge:R:1 method="wB97M-V/def2-TZVPD" total_charge=-1 e_homo_ev=-6.8528 e_lumo_ev=2.075 gap_ha=0.3281
P 0.730 4.043 0.662 1.16
F 1.916 3.366 1.537 -0.36
F -0.306 3.942 1.934 -0.38
F 1.340 5.435 1.287 -0.38
F -0.443 4.813 -0.151 -0.35
F 1.734 4.210 -0.574 -0.35
F 0.190 2.575 0.183 -0.36
C 5.786 -0.829 5.537 -1.13
C 4.511 -1.601 5.679 -0.12
O 4.685 -2.864 5.007 -0.48
H 5.838 0.010 6.232 0.31
H 5.825 -0.637 4.465 0.31
H 6.631 -1.492 5.723 0.33
H 3.809 -0.904 5.222 0.24
H 4.172 -1.765 6.702 0.26
H 5.628 -3.034 5.068 0.27
C 8.927 2.599 -2.808 -0.98
C 7.502 2.461 -2.265 -0.22
O 6.611 2.849 -3.240 -0.51
H 9.134 1.753 -3.464 0.25
H 9.613 2.623 -1.961 0.32
H 9.057 3.535 -3.351 0.29
H 7.283 3.047 -1.373 0.31
H 7.389 1.428 -1.936 0.23
H 5.804 3.069 -2.768 0.32
C -5.541 7.906 -4.834 -1.04
C -5.297 7.793 -3.398 -0.09
O -6.397 8.257 -2.693 -0.54
H -5.249 8.857 -5.281 0.28
H -6.586 7.902 -5.145 0.31
H -5.155 7.023 -5.344 0.29
H -4.389 8.369 -3.221 0.18
H -5.222 6.757 -3.067 0.29
H -6.592 7.760 -1.895 0.31
O -3.563 0.190 1.535 -0.66
H -2.841 0.691 1.914 0.34
H -3.763 0.640 0.715 0.32
O 3.851 7.155 5.176 -0.65
H 3.318 7.886 5.489 0.31
H 3.225 6.563 4.760 0.34
O 0.937 10.589 2.513 -0.64
H 1.347 10.553 3.377 0.31
H 1.253 9.804 2.065 0.34
O -3.313 5.771 5.278 -0.65
H -4.033 5.276 4.888 0.31
H -2.606 5.713 4.635 0.34
O 0.952 7.247 -4.851 -0.65
H 1.885 7.357 -5.036 0.31
H 0.922 6.595 -4.151 0.34
C -4.499 -7.034 -0.241 -1.53
C -3.004 -7.537 0.061 1.55
C -2.697 -8.553 -1.070 -1.13
C -2.438 -7.943 -2.459 -0.57
C -1.224 -7.002 -2.218 -1.44
C -1.464 -5.796 -1.264 1.38
N -1.948 -6.415 -0.031 0.13
O -2.038 -5.492 1.045 -0.45
C -0.176 -5.069 -1.011 -1.92
C -2.525 -4.844 -1.970 -1.43
C -2.847 -8.166 1.451 -1.86
H -4.418 -6.378 -1.108 0.36
H -4.841 -6.405 0.581 0.35
H -5.234 -7.810 -0.452 0.35
H -1.988 -9.264 -0.646 0.37
H -3.534 -9.192 -1.351 0.35
H -3.220 -7.388 -2.976 0.30
H -2.182 -8.734 -3.164 0.41
H -0.814 -6.716 -3.187 0.46
H -0.481 -7.630 -1.727 0.39
H 0.345 -4.795 -1.929 0.39
H -0.485 -4.141 -0.530 0.43
H 0.442 -5.556 -0.257 0.42
H -2.959 -4.188 -1.216 0.29
H -2.034 -4.247 -2.739 0.43
H -3.284 -5.307 -2.601 0.37
H -1.825 -8.245 1.822 0.43
H -3.307 -9.141 1.607 0.38
H -3.274 -7.493 2.195 0.38
H -2.556 -4.808 0.614 0.39

---

3.
85
Properties=species:S:1:pos:R:3:mulliken_charge:R:1 method="wB97M-V/def2-TZVPD" de_lowest_ev=0.954 e_homo_ev=-10.7855 e_lumo_ev=-0.863 gap_ha=0.3647
C 1.721 0.669 5.535 -1.42
C 0.934 0.789 4.220 -0.85
C 1.437 1.996 3.355 -0.66
C 0.589 2.045 1.936 -1.31
N 0.913 2.969 0.818 0.98
C 2.170 2.504 0.038 -0.04
C 2.942 3.776 -0.240 -0.81
C 2.699 4.678 0.924 -1.03
C 1.260 4.407 1.325 -0.32
C -0.160 2.884 -0.202 -0.81
C -1.553 3.399 0.212 -0.33
C -2.701 2.964 -0.788 -1.14
H 1.644 1.573 6.036 0.49
H 2.817 0.467 5.357 0.26
H 1.348 -0.327 6.149 0.28
H 0.062 0.994 4.454 0.95
H 0.964 -0.098 3.611 0.23
H 2.587 1.789 3.363 0.41
H 1.302 2.863 3.897 0.59
H -0.217 2.515 2.328 0.86
H 0.170 1.105 1.504 0.19
H 2.062 1.715 -0.825 0.09
H 2.783 2.020 0.930 0.10
H 2.594 4.307 -1.102 0.34
H 3.867 3.366 -0.485 0.59
H 2.875 5.728 0.816 0.47
H 3.484 4.596 1.674 0.34
H 0.246 4.958 0.788 0.21
H 0.926 4.581 2.317 0.50
H -0.464 1.927 -0.358 0.00
H 0.035 3.266 -1.198 0.43
H -1.633 4.532 0.237 0.39
H -1.884 2.996 1.038 0.32
H -2.326 2.837 -1.775 0.25
H -3.637 3.624 -0.794 0.38
H -2.887 1.912 -0.664 0.17
O 0.177 -3.877 1.202 -0.71
C 0.202 -2.926 0.405 -0.12
O -0.543 -2.680 -0.537 -0.57
B -0.194 -1.489 -1.298 1.07
O 0.989 -0.973 -0.539 -0.83
C 1.103 -1.748 0.465 0.71
O 2.101 -1.703 1.140 -0.31
O -1.310 -0.521 -1.205 0.74
C -1.737 -0.433 -2.418 0.21
O -2.840 -0.099 -2.555 -0.45
C -0.840 -1.197 -3.288 0.40
O 0.049 -1.694 -2.668 -0.62
O -1.126 -1.496 -4.390 -0.79
O 0.213 -0.310 -6.768 -0.67
H -0.233 -0.864 -6.129 0.40
H -0.491 0.316 -7.137 0.34
O 1.460 -3.723 -4.090 -0.62
H 1.005 -2.857 -4.035 0.47
H 1.260 -4.097 -3.371 0.23
O -0.521 -4.623 3.852 -0.63
H -0.345 -4.614 2.924 0.46
H -0.668 -3.681 4.086 0.29
O 3.750 -1.483 3.784 -0.64
H 3.842 -2.312 3.349 0.33
H 3.717 -0.696 3.163 0.34
O -4.438 2.394 -3.769 -0.64
H -4.689 1.547 -3.549 0.35
H -3.526 2.391 -3.884 0.29
O -5.503 -0.553 -3.324 -0.53
H -4.785 -0.813 -3.008 0.26
H -5.616 -1.099 -4.035 0.30
O -2.949 -0.254 -6.336 -0.67
H -3.297 0.147 -5.573 0.35
H -2.503 -0.816 -5.672 0.36
O -2.842 -3.786 -1.752 -0.64
H -2.012 -3.727 -1.278 0.43
H -3.678 -3.438 -1.285 0.29
O 4.329 -0.347 1.154 -0.74
H 5.080 -1.057 1.362 0.31
H 3.548 -0.837 0.818 0.35
O 3.307 -4.197 2.484 -0.71
H 2.649 -3.765 2.003 0.32
H 2.641 -4.718 2.986 0.34
O -3.610 -0.830 0.633 -0.64
H -4.366 -0.549 0.328 0.28
H -2.959 -0.555 -0.048 0.19
O -0.659 -7.162 1.076 -0.64
H -0.030 -6.482 0.879 0.30
H -0.070 -8.002 1.437 0.33

---

4.
85
Properties=species:S:1:pos:R:3:mulliken_charge:R:1 method="wB97M-V/def2-TZVPD" de_lowest_ev=7.466 e_homo_ev=-10.0305 e_lumo_ev=-1.002 gap_ha=0.3318
C 3.173 0.389 -3.613 -2.30
C 3.234 1.250 -2.338 -0.71
C 2.664 0.632 -1.020 -2.26
C 3.626 -0.424 -0.324 -0.43
N 2.783 -1.237 0.762 1.07
C 2.422 -0.381 1.970 -0.87
C 3.621 -0.263 2.964 -0.79
C 4.534 -1.422 2.562 -2.13
C 3.743 -2.185 1.366 -1.35
C 1.557 -1.920 0.272 0.53
C 1.791 -2.945 -0.797 -1.22
C 0.519 -3.468 -1.496 -1.33
H 3.657 -0.343 -3.404 0.78
H 3.305 0.758 -4.452 0.61
H 2.111 0.036 -3.644 0.37
H 2.803 2.163 -2.537 0.57
H 4.314 1.300 -1.971 0.39
H 1.832 0.257 -1.251 0.22
H 2.356 1.298 -0.506 1.99
H 4.348 0.290 0.204 0.55
H 4.281 -1.121 -0.997 0.20
H 1.566 -0.807 2.507 0.46
H 1.967 0.540 1.833 0.64
H 3.155 -0.258 3.927 0.46
H 4.136 0.633 2.701 0.31
H 4.890 -1.916 3.157 1.29
H 5.398 -1.168 2.075 0.56
H 3.180 -2.964 1.721 0.77
H 4.363 -2.851 0.895 0.68
H 1.161 -1.116 -0.160 -1.06
H 0.906 -2.284 1.079 0.81
H 2.482 -3.527 -0.457 0.85
H 2.146 -2.202 -1.430 0.43
H 0.785 -4.268 -2.306 0.34
H 0.185 -2.706 -2.195 0.22
H 0.012 -4.012 -0.721 0.45
O -4.454 -1.217 1.283 -0.77
C -3.291 -0.602 1.248 0.69
O -3.118 0.413 0.582 -0.65
B -1.703 0.590 0.351 1.50
O -1.053 -0.466 1.174 0.10
C -2.042 -1.082 1.739 0.03
O -1.850 -2.077 2.433 -0.92
O -1.305 1.926 0.678 -0.88
C -0.689 2.374 -0.275 1.31
O 0.034 3.401 -0.147 -0.67
C -0.753 1.486 -1.404 -0.33
O -1.364 0.460 -1.127 -0.19
O -0.186 1.742 -2.452 -0.45
O -1.712 -0.163 5.492 -0.64
H -2.014 -1.181 5.124 0.34
H -0.930 -0.296 6.050 0.30
O -2.783 3.555 -3.252 -0.65
H -1.873 3.975 -3.463 0.38
H -3.409 4.096 -2.703 0.30
O -6.722 0.566 0.576 -0.62
H -5.869 0.152 0.474 0.31
H -6.816 0.505 -0.345 0.27
O -1.600 4.641 0.545 -0.73
H -2.301 4.515 1.321 0.23
H -1.157 3.778 0.482 0.26
O -4.132 -1.272 -1.906 -0.50
H -4.439 -0.380 -1.861 0.24
H -4.968 -1.559 -2.339 0.27
O -1.594 -4.554 3.151 -0.57
H -1.274 -4.337 4.124 0.32
H -1.591 -3.662 3.039 0.53
O -6.114 -2.340 3.111 -0.64
H -5.541 -2.990 3.559 0.28
H -5.839 -1.565 2.609 0.40
O -4.302 -4.370 0.869 -0.59
H -3.579 -4.654 0.423 0.30
H -4.099 -3.617 1.238 0.24
O 1.797 5.850 -1.776 -0.67
H 1.619 6.567 -2.436 0.29
H 0.936 5.321 -1.373 0.37
O 1.084 4.384 1.968 -0.67
H 2.125 4.666 2.064 0.30
H 0.712 4.267 1.137 0.55
O -0.217 -0.797 -4.637 -0.70
H -1.224 -0.727 -4.506 0.37
H 0.068 -0.208 -3.980 0.22
O -0.118 3.922 -3.896 -0.75
H 0.768 4.204 -3.720 0.32
H -0.121 2.999 -3.618 0.48

---

5.
59
Properties=species:S:1:pos:R:3:mulliken_charge:R:1 method="wB97M-V/def2-TZVPD" e_homo_ev=-10.0173 smiles="NC1=CC(=O)C=C(Br)C1=O.ClC(Cl)(Cl)Cl.ClC(Cl)(Cl)Cl.ClC(Cl)(Cl)Cl.ClC(Cl)(Cl)Cl.ClC(Cl)(Cl)Cl.ClC(Cl)(Cl)Cl.ClC(Cl)(Cl)Cl.ClC(Cl)(Cl)Cl.ClC(Cl)(Cl)Cl" e_lumo_ev=-0.898 gap_ha=0.3351
N -2.586 0.834 1.084 -0.42
C -1.328 0.197 0.774 0.39
C -1.088 -1.086 1.032 -0.67
C 0.318 -1.580 0.680 0.08
O 0.564 -2.660 0.247 -0.55
C 1.437 -0.560 0.976 -0.01
C 1.201 0.717 0.734 -0.33
Br 2.467 2.106 1.101 -0.03
C -0.188 1.029 0.143 0.55
O -0.371 1.795 -0.735 -0.49
H -3.332 0.164 0.907 0.17
H -2.559 0.966 2.095 0.30
H -1.837 -1.733 1.503 0.47
H 2.406 -0.903 1.381 0.78
Cl -0.280 1.085 -4.088 -0.07
C 0.849 2.448 -4.065 0.24
Cl 1.607 2.562 -2.473 -0.06
Cl 2.095 2.200 -5.302 -0.11
Cl -0.033 3.945 -4.409 -0.02
Cl -2.602 5.939 -4.856 -0.09
C -1.931 7.352 -5.684 0.36
Cl -1.859 7.035 -7.424 -0.10
Cl -2.962 8.759 -5.382 -0.10
Cl -0.300 7.672 -5.075 -0.09
Cl -5.116 1.124 2.961 -0.09
C -6.457 0.397 2.058 0.39
Cl -7.633 -0.279 3.192 -0.10
Cl -7.236 1.635 1.065 -0.09
Cl -5.836 -0.894 1.013 -0.13
Cl 4.938 -2.868 4.711 -0.10
C 3.608 -3.593 3.795 0.27
Cl 2.427 -4.292 4.907 -0.08
Cl 2.808 -2.347 2.819 -0.15
Cl 4.241 -4.857 2.732 -0.11
Cl -3.833 -0.962 -6.972 -0.11
C -2.224 -0.592 -7.614 0.26
Cl -1.084 -1.855 -7.121 -0.02
Cl -2.296 -0.521 -9.382 -0.11
Cl -1.680 0.967 -6.980 -0.04
Cl 1.027 -3.839 -6.722 -0.09
C 2.276 -4.177 -7.930 0.37
Cl 2.575 -2.720 -8.888 -0.10
Cl 3.769 -4.665 -7.114 -0.10
Cl 1.730 -5.482 -8.993 -0.10
Cl -0.128 2.178 4.049 -0.08
C 1.322 1.922 5.039 0.15
Cl 2.517 3.169 4.656 -0.05
Cl 0.890 2.014 6.752 -0.06
Cl 2.001 0.325 4.687 0.06
Cl -2.004 -6.404 4.215 -0.11
C -0.726 -6.756 3.039 0.28
Cl -0.368 -5.299 2.099 0.00
Cl 0.734 -7.277 3.894 -0.09
Cl -1.264 -8.044 1.951 -0.10
Cl 5.527 2.440 10.012 -0.10
C 4.268 3.141 8.984 0.32
Cl 2.839 3.504 9.965 -0.10
Cl 4.871 4.633 8.246 -0.10
Cl 3.830 1.992 7.714 -0.01

---

6.
80
Properties=species:S:1:pos:R:3:mulliken_charge:R:1 method="wB97M-V/def2-TZVPD" de_lowest_ev=0.842 e_homo_ev=-9.4619 smiles=OCCO.OCCO.OCCO.OCCO.OCCO.CO.CO.CO.CO.CO e_lumo_ev=0.289 gap_ha=0.3583
O 3.405 -3.673 3.318 -0.56
C 2.154 -3.762 3.967 -0.63
C 1.038 -3.642 2.951 0.40
O 1.133 -4.696 2.020 -0.54
H 3.669 -2.761 3.128 0.34
H 2.118 -4.736 4.454 0.30
H 2.043 -3.000 4.755 0.29
H 1.123 -2.648 2.492 -0.20
H 0.069 -3.717 3.445 0.31
H 2.073 -4.772 1.808 0.35
O -4.382 0.841 -2.667 -0.65
C -3.173 0.452 -2.005 0.20
C -3.305 0.653 -0.502 -0.06
O -4.582 0.284 -0.032 -0.64
H -4.410 1.802 -2.703 0.34
H -2.903 -0.555 -2.306 0.23
H -2.365 1.112 -2.353 0.01
H -3.060 1.693 -0.237 0.17
H -2.577 0.043 0.040 -0.07
H -5.169 0.350 -0.802 0.41
O 4.043 2.592 -0.257 -0.56
C 3.256 2.386 -1.417 0.26
C 3.112 3.623 -2.296 0.10
O 3.954 3.432 -3.476 -0.56
H 4.974 2.637 -0.491 0.32
H 3.699 1.582 -2.018 0.28
H 2.261 2.036 -1.146 -0.21
H 3.562 4.485 -1.799 0.33
H 2.080 3.808 -2.586 -0.25
H 3.606 3.972 -4.190 0.30
O -2.651 -2.433 0.959 -0.46
C -3.097 -3.519 0.141 -0.15
C -4.583 -3.631 0.274 -0.55
O -5.221 -2.469 -0.222 -0.54
H -1.834 -2.087 0.575 0.25
H -2.849 -3.294 -0.910 0.13
H -2.553 -4.442 0.380 0.41
H -4.870 -3.742 1.329 0.25
H -4.967 -4.490 -0.275 0.37
H -4.821 -1.693 0.205 0.36
O -0.850 0.534 2.946 -0.36
C 0.121 1.065 3.852 -0.03
C -0.424 1.195 5.251 -0.70
O 0.587 1.610 6.171 -0.53
H -1.738 0.774 3.225 0.21
H 0.983 0.410 3.829 0.08
H 0.429 2.067 3.517 0.29
H -0.781 0.221 5.589 0.33
H -1.277 1.885 5.267 0.40
H 0.856 2.498 5.909 0.30
C 0.265 -0.284 -0.232 -0.26
O -0.173 -1.143 0.791 -0.19
H -0.540 0.270 -0.721 -0.12
H 1.020 0.421 0.129 0.09
H 0.768 -0.870 -1.004 0.35
H -0.182 -0.631 1.618 0.01
C 3.608 -0.132 1.566 -0.40
O 4.285 -0.779 2.651 -0.65
H 2.944 -0.819 1.028 0.25
H 3.028 0.743 1.859 0.25
H 4.343 0.261 0.869 0.24
H 3.779 -0.688 3.465 0.34
C 0.157 2.052 -4.104 -0.44
O -0.169 1.072 -3.139 -0.10
H 0.932 2.755 -3.763 -0.07
H 0.542 1.724 -5.076 0.30
H -0.721 2.663 -4.345 0.30
H 0.105 0.207 -3.468 0.11
C -1.265 5.027 -1.982 -0.57
O -0.598 4.102 -1.125 -0.46
H -1.437 5.955 -1.442 0.27
H -0.662 5.212 -2.875 0.23
H -2.244 4.622 -2.255 0.23
H -0.828 3.208 -1.400 0.26
C 1.069 -2.545 -4.312 -0.77
O 0.289 -1.885 -3.302 -0.38
H 1.111 -1.931 -5.207 0.26
H 2.091 -2.743 -3.965 0.30
H 0.676 -3.531 -4.580 0.30
H -0.102 -2.593 -2.784 0.24

---

| no. | calculated total energy (eV) |
| --- | --- |
| 1 | -53398.8128 |
| 2 | -61833.2701 |
| 3 | -59446.5229 |
| 4 | -59440.0112 |
| 5 | -542049.3317 |
| 6 | -47073.5067 |